(1)
C20H20ClN3O2 | wB97M-V/def2-TZVPD

Positions of all 46 atoms, in Å:
C 2.60822 -1.54010 -4.09782
C 2.13001 -0.59752 -3.00125
C 0.83982 -1.10703 -2.36430
C 0.35355 -0.21036 -1.26622
N 1.08521 0.79096 -0.93518
C 0.66355 1.63115 0.05507
C 1.47958 2.69985 0.44518
C 1.06214 3.55607 1.43198
C -0.17988 3.38666 2.06597
N -0.52167 4.30831 3.05838
C -1.65867 4.37828 3.81716
C -1.62315 5.54712 4.78290
O -2.58524 3.60985 3.73831
C -0.99835 2.33606 1.69007
C -0.57712 1.46066 0.68930
C -1.42132 0.34222 0.29193
O -2.52808 0.11103 0.73445
N -0.85502 -0.49516 -0.68283
C -1.63126 -1.67268 -1.03293
C -0.94736 -2.98695 -0.77052
C -0.99259 -3.98362 -1.74133
C -0.40813 -5.21929 -1.53782
C 0.24624 -5.48220 -0.34632
C 0.29908 -4.51148 0.63636
C -0.29970 -3.27730 0.42936
Cl -0.22691 -2.11112 1.71161
H 2.79770 -2.53273 -3.69428
H 3.52837 -1.16980 -4.54228
H 1.86092 -1.62800 -4.88393
H 1.95883 0.39796 -3.41104
H 2.89209 -0.50485 -2.22830
H 1.00789 -2.10854 -1.96026
H 0.06210 -1.18994 -3.12902
H 2.43210 2.82731 -0.04359
H 1.69736 4.37927 1.73137
H 0.17829 5.01820 3.22606
H -0.78277 5.44516 5.46661
H -2.54678 5.56319 5.35358
H -1.52313 6.48373 4.23813
H -1.95654 2.17618 2.15703
H -2.53496 -1.60479 -0.41077
H -1.93382 -1.61780 -2.08323
H -1.49870 -3.77992 -2.67382
H -0.46068 -5.97286 -2.30844
H 0.71136 -6.44125 -0.17847
H 0.79743 -4.70392 1.57313

Results
- SMILES = CCCc1nc2ccc(NC(C)=O)cc2c(=O)n1Cc1ccccc1Cl
- orbital gap (eV) = 8.622
- spin multiplicity = 1
- E_HOMO (eV) = -7.96

(2)
C20H20ClN3O5S2 | wB97M-V/def2-TZVPD

Positions of all 51 atoms, in Å:
C 1.87975 0.52150 0.35548
N 2.75042 0.04449 -0.69690
C 2.33134 -0.72903 -1.72644
O 3.10015 -1.12558 -2.58369
C 0.86847 -1.12347 -1.78380
S -0.24589 0.29151 -2.05173
C -1.36452 0.10006 -0.70997
N -1.14464 -0.83885 0.14378
C -2.01408 -0.99528 1.18565
C -1.79080 -2.01876 2.11160
C -2.66901 -2.17682 3.16122
Cl -2.40067 -3.43710 4.30551
C -3.77475 -1.33888 3.32306
C -3.99573 -0.33118 2.41428
C -3.12329 -0.14579 1.33972
C -3.35495 0.91836 0.37328
O -4.27195 1.70915 0.40567
N -2.39634 0.98342 -0.65436
C -2.58354 1.99172 -1.68523
C -2.97826 1.37437 -2.98726
C -3.89826 0.41221 -3.28551
C -3.82095 0.21788 -4.68632
C -2.86385 1.07598 -5.12894
O -2.34584 1.77736 -4.10752
C 4.16024 0.42556 -0.74671
C 5.06022 -0.67819 -0.14899
C 4.95066 -0.62958 1.35659
S 4.93885 1.16913 1.68547
O 3.89065 1.50200 2.61596
O 6.26064 1.63100 1.99405
C 4.48273 1.70733 -0.01204
H 1.16315 -0.24909 0.63715
H 2.45278 0.78736 1.24003
H 1.31989 1.40436 0.03173
H 0.74653 -1.78670 -2.64052
H 0.51507 -1.60814 -0.87313
H -0.94014 -2.66882 1.98845
H -4.44226 -1.48949 4.15605
H -4.84004 0.33427 2.50860
H -3.37378 2.65302 -1.31122
H -1.66080 2.56215 -1.82469
H -4.54947 -0.08691 -2.59712
H -4.40078 -0.46392 -5.27316
H -2.47637 1.27651 -6.10757
H 4.40074 0.51128 -1.81451
H 4.76710 -1.64421 -0.55987
H 6.09056 -0.47756 -0.44600
H 4.02250 -1.04468 1.73605
H 5.80180 -1.06237 1.86947
H 5.36684 2.18467 -0.42248
H 3.66470 2.41563 0.04233

Results
- SMILES = CN(C(=O)CSc1nc2cc(Cl)ccc2c(=O)n1Cc1ccco1)[C@@H]1CCS(=O)(=O)C1
- orbital gap (eV) = 8.808
- spin multiplicity = 1
- E_HOMO (eV) = -8.73

(3)
C20H20CrF4N6O2S | wB97M-V/def2-TZVPD

Positions of all 54 atoms, in Å:
Cr -0.77368 0.28918 -0.30612
C -3.46334 -0.69121 0.08755
N -2.13024 -1.14593 0.52879
C -1.92410 -2.53263 0.07735
C -1.99757 -1.05720 2.00128
C -1.76856 0.37948 2.43944
N -0.68334 0.88826 1.61469
C 0.09753 1.90676 2.06216
C 1.38676 2.06467 1.51538
F 1.79559 1.17751 0.57763
C 2.23650 3.08264 1.87853
F 3.44135 3.15899 1.28752
C 1.88228 4.01405 2.83754
C 0.62800 3.87698 3.39779
F 0.21733 4.76171 4.31935
C -0.24421 2.87330 3.02213
F -1.47651 2.86048 3.57237
H -4.24722 -1.30593 0.54473
H -3.52726 -0.77646 -0.99653
H -3.62198 0.34734 0.37886
H -2.66003 -3.19916 0.54240
H -0.92385 -2.85914 0.36002
H -2.02560 -2.57469 -1.00462
H -1.12058 -1.64413 2.27722
H -2.87930 -1.50013 2.48049
H -1.50976 0.37637 3.50266
H -2.69343 0.96222 2.34877
H 2.54947 4.80966 3.13125
N 2.07614 -2.82469 -7.73195
C 1.30630 -2.26730 -6.72258
C 0.86516 -3.05407 -5.65362
C 0.06024 -2.51199 -4.67284
C -0.31855 -1.17792 -4.74530
C 0.10506 -0.38838 -5.80331
C 0.91199 -0.92940 -6.78662
S -1.30189 -0.48394 -3.46617
O -1.84327 0.75377 -3.96737
O -2.21026 -1.50161 -2.99563
N -0.29385 -0.20308 -2.23661
C 0.48590 0.95338 -2.26841
N 0.04058 1.89157 -1.40150
C 0.75224 2.99623 -1.22543
C 1.92121 3.17840 -1.93210
C 2.30356 2.15076 -2.80112
N 1.59942 1.03649 -2.98737
H 2.58308 -3.66012 -7.49298
H 2.61200 -2.18022 -8.28825
H 1.15310 -4.09745 -5.60398
H -0.28590 -3.12146 -3.84855
H -0.20863 0.64530 -5.85333
H 1.23619 -0.31607 -7.61888
H 0.36984 3.73522 -0.53239
H 2.50574 4.07632 -1.80364
H 3.21852 2.22149 -3.37733

Results
- orbital gap (spin up / spin down) (eV) = 7.463 / 7.852
- spin multiplicity = 5
- expectation value of S² = 6.015
- E_HOMO (spin up / spin down) (eV) = -7.42 / -7.78